Here is a cluster of 2 separate species, C2H2Br2O in total in a non-equilibrium geometry from OMol25. Energies are from the ωB97M-V functional and the def2-TZVPD basis.

Geometry as XYZ:
```
7
Properties=species:S:1:pos:R:3:nbo_charge:R:1
C 0.403 -0.631 -0.633 0.713
C 1.176 0.431 -0.579 -0.668
O -0.200 -1.627 -0.569 -0.435
Br -2.538 0.353 0.650 -0.184
Br 2.421 0.772 0.806 0.103
H -1.950 -0.734 1.156 0.187
H 0.688 1.435 -0.830 0.285
```

Values from the calculation:
- Charge: 0
- E_LUMO: -0.4 eV
- SMILES: O=C=CBr.Br
- Energy relative to the best compared isomer or geometry (same formula, charge and spin): 19.0 kcal/mol
- HOMO-LUMO gap: 8.8 eV
- HOMO energy: -9.23 eV

---

Here is a structure of composition C2H2Br3ClS in a non-equilibrium geometry from OMol25. Energies are from the ωB97M-V functional and the def2-TZVPD basis.

Geometry as XYZ:
```
9
Properties=species:S:1:pos:R:3:nbo_charge:R:1
C -0.442 0.298 0.171 -0.463
C 0.449 -0.380 -1.049 -0.391
S 0.434 -0.079 1.716 0.304
Cl -1.047 0.200 3.048 -0.145
Br -0.612 2.209 -0.197 0.038
Br 0.373 -2.298 -0.918 0.083
Br 2.255 0.264 -0.937 0.086
H -1.434 -0.141 0.170 0.247
H 0.024 -0.073 -2.005 0.241
```

Values from the calculation:
- Charge: 0
- E_LUMO: 0.0 eV
- Energy relative to the best compared isomer or geometry (same formula, charge and spin): 0.0 kcal/mol
- HOMO-LUMO gap: 9.3 eV
- HOMO energy: -9.34 eV

---

Here is a cluster of 2 separate species, C2H2BrClF2O in total in a non-equilibrium geometry from OMol25. Energies are from the ωB97M-V functional and the def2-TZVPD basis.

Geometry as XYZ:
```
9
Properties=species:S:1:pos:R:3:nbo_charge:R:1
C 1.833 0.505 0.208 0.150
C -2.150 -0.977 0.117 0.591
O 2.272 1.244 1.150 -0.629
F -1.937 -0.521 1.259 -0.281
F -1.871 -0.094 -0.842 -0.329
Cl -3.949 -1.256 -0.099 -0.126
Br 2.850 -0.946 -0.280 0.005
H -1.559 -1.827 -0.165 0.145
H 3.146 1.007 1.576 0.474
```

Values from the calculation:
- Charge: 0
- E_LUMO: 0.3 eV
- Energy relative to the best compared isomer or geometry (same formula, charge and spin): 50.6 kcal/mol
- HOMO-LUMO gap: 9.5 eV
- HOMO energy: -9.20 eV

---

Here is a cluster of 2 separate species, C2H2BrClINOS in total in a non-equilibrium geometry from OMol25. Energies are from the ωB97M-V functional and the def2-TZVPD basis.

Geometry as XYZ:
```
10
Properties=species:S:1:pos:R:3:nbo_charge:R:1
C -0.386 0.677 -0.122 -0.108
C -0.560 -0.664 -0.479 0.385
N -0.251 1.184 1.141 -0.568
O -0.575 -1.171 -1.669 -0.603
S -0.115 1.697 -1.477 0.098
Cl 0.342 2.823 1.450 0.223
Br -1.096 -1.745 0.960 0.166
I 2.637 -1.161 0.215 -0.554
H 0.102 0.389 1.643 0.419
H -0.097 -2.028 -1.662 0.542
```

Values from the calculation:
- Charge: 0
- E_LUMO (alpha / beta): -3.6 / -3.5 eV
- Energy relative to the best compared isomer or geometry (same formula, charge and spin): 51.6 kcal/mol
- HOMO-LUMO gap (alpha / beta): 4.9 / 4.9 eV
- HOMO energy (alpha / beta): -8.41 / -8.43 eV

---

Here is a cluster of 2 separate species, C2H2BrClO in total in a non-equilibrium geometry from OMol25. Energies are from the ωB97M-V functional and the def2-TZVPD basis.

Geometry as XYZ:
```
7
Properties=species:S:1:pos:R:3:lowdin_spin:R:1
C -1.953 -0.325 -1.942 0.539
C -0.423 0.774 -0.142 0.717
O -2.046 -1.469 -2.180 0.244
Cl -2.887 0.949 -2.435 0.220
Br 0.557 2.189 -0.636 0.209
H -1.304 0.822 0.487 0.033
H 0.055 0.003 0.322 0.037
```

Values from the calculation:
- Charge: 0
- E_LUMO (alpha / beta): 0.8 / -1.7 eV
- Energy relative to the best compared isomer or geometry (same formula, charge and spin): 0.0 kcal/mol
- 2S+1: 3
- HOMO-LUMO gap (alpha / beta): 8.4 / 8.9 eV
- HOMO energy (alpha / beta): -7.62 / -10.57 eV

---

Here is a cluster of 2 separate species, C2H2BrClOS in total in a non-equilibrium geometry from OMol25. Energies are from the ωB97M-V functional and the def2-TZVPD basis.

Geometry as XYZ:
```
8
Properties=species:S:1:pos:R:3:nbo_charge:R:1
C -0.793 -1.254 -0.156 0.524
C 0.758 0.670 0.205 -0.438
O -1.954 -1.121 -0.162 -0.496
S -0.121 2.063 -0.475 0.067
Cl 0.134 -2.745 0.243 -0.061
Br 2.387 0.200 -0.708 0.096
H 0.819 0.657 1.246 0.183
H -1.230 1.530 -0.194 0.124
```

Values from the calculation:
- Charge: 0
- E_LUMO (alpha / beta): -1.1 / -1.3 eV
- Energy relative to the best compared isomer or geometry (same formula, charge and spin): 58.9 kcal/mol
- HOMO-LUMO gap (alpha / beta): 7.9 / 7.4 eV
- HOMO energy (alpha / beta): -9.08 / -8.77 eV

---

Here is a cluster of 2 separate species, C2H2BrNO2 in total in a non-equilibrium geometry from OMol25. Energies are from the ωB97M-V functional and the def2-TZVPD basis.

Geometry as XYZ:
```
8
Properties=species:S:1:pos:R:3:nbo_charge:R:1
C -1.171 1.198 -1.223 -0.237
C -2.013 0.616 -0.611 -0.165
N 0.473 -2.265 -0.403 0.385
O 0.735 -1.549 0.790 -0.567
O -0.102 -1.728 -1.319 -0.290
Br -3.360 -0.332 0.274 0.174
H -0.525 1.579 -1.885 0.227
H 0.293 -0.693 0.916 0.473
```

Values from the calculation:
- Charge: 0
- E_LUMO: 0.0 eV
- SMILES: C#CBr.O=NO
- Energy relative to the best compared isomer or geometry (same formula, charge and spin): 116.3 kcal/mol
- HOMO-LUMO gap: 10.2 eV
- HOMO energy: -10.27 eV

---

Here is a cluster of 2 separate species, C2H2BrNO2 in total in a non-equilibrium geometry from OMol25. Energies are from the ωB97M-V functional and the def2-TZVPD basis.

Geometry as XYZ:
```
8
Properties=species:S:1:pos:R:3:nbo_charge:R:1
C -0.542 -0.446 -1.687 -0.147
C -0.502 -0.105 0.657 -0.009
N 0.726 0.396 0.977 0.346
O 1.661 0.095 0.283 -0.368
O 0.792 0.997 2.052 -0.386
Br -1.943 0.791 1.348 0.200
H -0.776 -1.603 -1.811 0.175
H 0.584 -0.125 -1.819 0.189
```

Values from the calculation:
- Charge: 0
- E_LUMO (alpha / beta): -2.1 / -2.4 eV
- Energy relative to the best compared isomer or geometry (same formula, charge and spin): 231.4 kcal/mol
- HOMO-LUMO gap (alpha / beta): 7.4 / 7.8 eV
- HOMO energy (alpha / beta): -9.48 / -10.18 eV